(1)
DFT (ωB97M-V/def2-TZVPD) results for a structure of composition C27H29BFeO4 at a distorted geometry.

F_max (Eh/bohr): 0.05476
Spin multiplicity: 5
Net charge: 0
HOMO (spin up / spin down) (eV): -5.94 / -7.81
Energy relative to the best compared isomer or geometry (same formula, charge and spin) (eV): 0.0000
HOMO-LUMO gap (spin up / spin down) (eV): 6.20 / 4.41
E (a.u.): -2635.6557

Positions of all 62 atoms, in Å:
H 2.448 -2.453 1.847
H 7.765 2.966 -2.198
H -2.426 -5.858 1.007
H 4.340 1.535 0.327
C 8.313 -0.300 -2.012
C 3.362 2.779 -2.317
C 8.017 -1.082 -0.829
B -0.416 -3.659 1.523
H 2.582 -3.738 0.629
C 1.199 2.682 -3.390
O -0.760 -2.226 1.719
H 0.907 -3.854 -1.305
H 3.039 2.211 -4.355
C 2.720 3.207 -1.146
O -0.575 -3.985 0.079
C 0.066 -1.376 0.964
H 6.124 -2.149 -0.186
C 1.352 3.373 -1.108
C 4.810 2.688 -2.413
C -2.632 -5.567 5.666
C 6.505 1.783 0.746
H 0.871 3.718 -0.207
C 0.254 -3.188 -0.732
C 7.647 2.248 -0.096
C 1.881 -3.076 1.148
C 5.330 1.843 -0.008
H -1.739 -5.851 6.223
C 6.634 -1.509 -0.908
H 2.571 -0.649 -0.070
H 8.734 -1.366 -0.056
C 7.112 -0.243 -2.825
H 8.686 2.314 0.237
H 2.696 -1.932 -1.276
O -1.396 -4.459 3.775
H 3.308 3.459 -0.281
C 5.671 2.371 -1.376
C -2.303 -5.374 4.239
H 5.038 -1.113 -2.474
H 0.601 2.476 -4.262
H -3.583 -6.847 3.225
H -0.481 3.236 -2.194
C 2.568 2.527 -3.441
C 7.166 2.584 -1.367
C -2.843 -6.066 3.174
C -1.372 -4.581 2.421
H 9.274 0.160 -2.247
H 6.997 0.320 -3.755
C 0.589 3.108 -2.228
H -0.384 -2.645 -1.436
C 6.071 -0.992 -2.141
H -0.576 -0.779 0.309
O 1.006 -3.880 1.898
H 0.576 -0.699 1.657
H -3.380 -6.348 5.802
C 1.997 -1.324 -0.704
C -2.248 -5.557 2.025
H -3.024 -4.643 6.091
C 1.083 -2.208 0.140
H 1.414 -0.724 -1.401
H 6.572 1.458 1.785
Fe 6.722 0.591 -0.953
H 5.253 2.947 -3.360


(2)
DFT (ωB97M-V/def2-TZVPD) results for a structure of composition C27H29Br2GeMgN3O2 at a distorted geometry.

F_max (Eh/bohr): 0.02373
Net charge: +2
HOMO (eV): -12.63
HOMO-LUMO gap (eV): 6.44
E (a.u.): -8785.6469

Positions of all 65 atoms, in Å:
H 2.466 0.888 -2.094
C 1.434 -4.756 -0.257
H -3.462 4.157 -1.538
Br -0.178 -7.070 -0.604
C -0.506 1.808 -2.330
C 3.695 3.165 0.112
C 1.733 -3.392 -0.274
C 0.925 0.124 4.352
C 0.187 -5.204 -0.627
C -0.817 -4.284 -1.011
C 0.794 -2.434 -0.639
C -3.011 -3.647 -1.761
H 1.835 0.651 4.637
C -0.542 2.497 -1.110
H 0.963 -0.874 4.788
H -2.229 1.673 1.426
H 0.078 0.675 4.751
O -0.143 0.645 0.933
H -2.786 -1.227 3.442
N -1.434 -1.948 -1.247
Ge 0.937 2.318 0.195
H 2.740 -0.816 2.796
C -1.625 3.327 -0.829
H 2.734 0.900 2.357
H 0.695 3.098 1.508
H -1.635 3.894 0.096
H -3.222 1.254 2.835
C -2.112 -4.630 -1.442
Mg -0.486 -0.203 -0.887
H -3.402 2.929 -3.677
C -2.644 -2.293 -1.643
C 2.797 2.274 -0.475
C 2.179 -0.041 2.275
H 0.404 1.300 -2.644
H -3.171 0.158 1.440
H -3.813 -1.245 -3.054
C -3.620 -1.224 -1.980
H 4.514 1.535 -3.289
Br 3.463 -2.798 0.224
C 4.873 3.481 -0.544
C -2.580 0.850 2.050
N -1.466 0.180 2.697
C 3.113 1.654 -1.680
H 2.091 -0.337 1.231
C -0.229 0.281 2.192
C 4.284 1.990 -2.336
H -4.001 -3.897 -2.106
C -1.889 -0.698 3.774
H -2.145 -0.121 4.665
H 2.195 -5.460 0.044
C -2.651 3.477 -1.748
H -2.377 -5.673 -1.530
C -0.506 -2.899 -0.966
C -1.548 1.953 -3.243
H 5.567 4.177 -0.099
H 3.469 3.617 1.071
H -3.234 -0.238 -1.704
H -1.489 1.465 -4.208
H -4.573 -1.408 -1.489
O 1.055 -1.149 -0.680
H 6.035 3.219 -2.325
H -1.133 -1.438 4.015
C -2.617 2.786 -2.951
C 5.148 2.925 -1.785
N 0.873 0.076 2.901


(3)
DFT (ωB97M-V/def2-TZVPD) results for a structure of composition C27H29Cl49GaO2 at a distorted geometry.

F_max (Eh/bohr): 0.13802
Net charge: -1
HOMO (eV): -5.30
Energy relative to the best compared isomer or geometry (same formula, charge and spin) (eV): 0.0000
HOMO-LUMO gap (eV): 6.32
E (a.u.): -25670.5680

Positions of all 108 atoms, in Å:
H -0.992 -3.172 1.991
C -2.567 1.249 -0.074
Cl 1.865 -11.157 5.380
H 4.991 -3.631 -0.181
H -4.883 4.317 -3.577
H -3.272 1.886 0.580
Ga -1.817 -0.253 1.124
C 6.743 -2.349 2.692
Cl -3.370 -3.565 7.066
H 6.297 -4.414 1.802
C -0.326 -2.975 1.055
Cl 3.925 -8.430 -1.210
C 10.460 4.403 -4.831
Cl -12.744 4.500 -2.608
Cl -3.402 -1.066 2.611
Cl 8.834 4.179 -4.151
C -12.078 2.932 -2.102
C -13.900 7.996 -5.151
Cl -1.540 -5.811 6.891
Cl 7.210 -3.611 -2.027
H 6.290 -2.094 3.733
C 1.135 -2.519 1.553
C -8.819 6.949 -2.978
Cl -14.356 6.684 -6.260
O -3.245 0.792 -1.282
C -2.071 -4.446 7.898
Cl 5.616 -6.140 -0.650
Cl 6.008 -1.025 -2.562
Cl 6.803 -2.740 -4.766
Cl 1.883 -1.667 8.083
O 8.069 -2.950 2.886
Cl -13.405 1.854 -1.615
H 3.550 -1.997 2.151
C -1.084 -1.889 0.116
Cl 3.257 -1.419 5.534
H 4.894 -3.651 2.785
Cl 8.865 1.495 1.102
Cl 8.776 -0.663 -0.835
Cl -8.080 2.955 -8.059
Cl 10.699 3.273 -6.182
H -5.120 1.071 -2.331
Cl 2.919 -10.189 2.854
H 2.003 -2.918 -0.468
H -0.427 -1.638 -0.804
Cl -7.414 5.235 -6.390
H 9.330 -1.338 2.363
Cl -1.376 5.954 -2.028
C -4.480 1.522 -1.470
Cl 5.254 -8.199 1.361
Cl 4.734 -10.945 4.989
H 1.308 -2.903 2.621
Cl 6.435 1.006 -0.408
C 5.733 -3.439 2.024
Cl -8.255 5.314 -3.383
C 2.352 -3.102 0.620
Cl -0.700 -3.351 8.180
C 3.159 -10.209 4.615
C -0.385 0.673 2.347
C 3.641 -2.162 1.001
H 1.283 -1.365 1.530
Cl -0.028 7.782 -0.220
Cl -14.914 9.421 -5.469
H -0.285 -3.965 0.440
H 5.772 -2.016 0.302
H -3.357 3.570 -1.317
Cl 3.121 -8.544 5.236
Cl 0.368 -1.660 5.600
Cl -2.705 6.840 0.396
Cl -12.191 8.417 -5.401
Cl -10.593 6.957 -2.893
C 5.052 -2.857 0.659
C 1.785 -0.994 6.435
Cl -7.538 2.577 -5.232
Cl -14.141 7.461 -3.471
C -4.304 3.098 -1.755
C 6.136 -2.707 -3.118
Cl -11.189 2.202 -3.458
C -1.140 6.398 -0.323
H -1.693 1.961 -0.377
C 8.213 0.983 -0.471
H 6.829 -1.376 2.089
H -4.833 2.491 -3.922
C 0.645 1.246 2.952
Cl 8.775 2.096 -1.738
C 8.995 -1.914 3.311
Cl 3.057 -6.422 0.700
Cl 10.633 6.072 -5.417
H 9.920 -2.399 3.809
C 4.463 -7.297 0.050
C -4.295 3.352 -3.368
Cl -0.452 5.017 0.558
Cl -8.280 8.091 -4.231
H 8.541 -1.185 4.076
H -5.195 3.706 -1.322
H 1.301 1.928 3.611
Cl -10.975 3.172 -0.730
Cl 4.523 -3.455 -3.117
Cl -2.672 -5.058 9.457
Cl 11.676 4.088 -3.573
H 3.525 -1.129 0.492
H -5.098 1.416 -0.487
H -2.011 -2.447 -0.319
H -3.218 3.466 -3.788
C -7.102 3.510 -6.682
Cl -5.378 3.274 -7.046
Cl 1.637 0.775 6.528
Cl -8.147 7.436 -1.406
H 2.552 -4.220 0.795


(4)
DFT (ωB97M-V/def2-TZVPD) results for a structure of composition C27H29FeN5O5Se2.

F_max (Eh/bohr): 0.00844
Spin multiplicity: 5
Net charge: -2
HOMO (spin up / spin down) (eV): -1.48 / -1.46
Energy relative to the best compared isomer or geometry (same formula, charge and spin) (eV): 3.8539
HOMO-LUMO gap (spin up / spin down) (eV): 5.98 / 5.83
E (a.u.): -7762.8905

Positions of all 69 atoms, in Å:
H -0.811 2.447 -2.105
H 2.346 0.655 -1.600
C -0.644 -4.282 -1.173
H 3.957 0.156 -3.366
C 0.638 3.513 -0.920
H 0.344 -2.915 3.399
C 1.103 -1.003 -4.746
C -1.966 -3.851 -1.203
H -1.298 -1.299 4.418
H 4.493 1.799 0.891
C 2.562 4.958 -0.572
C 0.188 -0.614 -3.733
H -2.380 -1.506 3.016
C 2.911 -0.081 -3.508
C 1.315 2.445 -0.241
H -1.440 3.126 -0.638
C -0.225 -5.696 -1.291
H -4.669 -0.047 1.157
C 3.429 1.559 0.859
N -1.951 -2.523 -1.084
N 0.794 1.237 -0.066
H -2.684 -1.795 -1.122
O 0.609 -6.154 -2.012
C 1.559 -2.775 -0.693
H -0.730 -3.140 1.998
H 4.261 4.073 0.405
C 2.660 2.678 0.220
H 0.694 -1.499 -5.614
H -1.925 3.647 2.736
C -3.570 2.371 3.251
C 0.088 -2.535 2.401
C -1.539 -0.932 3.413
H -5.160 0.918 3.394
H 3.084 1.388 1.879
C 2.003 0.205 -2.519
C -0.742 3.321 -1.456
H 0.535 0.825 3.023
C -0.343 -1.063 2.462
H 1.135 -0.550 3.997
N 0.677 -0.057 -2.580
H 3.123 -1.045 -5.430
H 3.281 0.620 0.321
C 2.442 -0.740 -4.641
O -0.960 -6.542 -0.491
O 2.379 -3.685 -0.649
H -1.064 4.207 -2.009
H 3.033 5.926 -0.697
C 0.112 -3.100 -1.023
C -4.090 0.780 1.545
C -3.042 1.298 0.755
H 0.958 -2.649 1.755
H -3.726 2.817 4.226
Fe -0.025 -0.259 -0.482
N -2.300 2.325 1.210
C 1.276 4.736 -1.055
C 0.824 -0.230 2.995
Se -1.634 -0.816 -4.109
C -2.563 2.825 2.417
Se -2.689 0.582 -0.978
H 1.666 -0.340 2.312
H -1.844 0.118 3.476
N -0.719 -2.076 -0.974
C 3.246 3.919 0.053
O -0.772 -0.606 1.226
H -2.885 -4.390 -1.366
H -1.452 -5.994 0.133
C -4.356 1.318 2.786
H 0.748 5.537 -1.562
O 1.719 -1.537 -0.420